1.
Molecular formula: C41H60N2O11S
Method: DFT, ωB97M-V with the def2-TZVPD basis set

```
115
C41H60N2O11S ωB97M-V with the def2-TZVPD basis set
C 4.6550 -0.7378 3.0329
C 6.0931 -0.9421 3.6691
C 6.7560 -2.3419 3.3277
C 6.3580 -2.9162 1.9157
C 7.0336 -2.1077 0.7059
C 6.0972 -2.3204 -0.5543
C 6.2391 -1.1781 -1.6446
C 5.9867 0.2770 -1.0557
C 5.6706 1.3258 -2.2176
C 4.7192 2.4892 -1.7443
C 3.1915 2.0580 -1.6805
C 2.3310 3.0870 -0.8079
C 0.9596 3.4544 -1.5049
C -0.3250 2.9736 -0.6877
C -0.2953 1.4470 -0.3061
C -0.1766 0.5496 -1.5939
O -1.3678 0.5067 -2.4014
S -2.5095 -0.3764 -1.5948
O -3.7038 -0.3048 -2.4295
O -2.0213 -1.7358 -1.3780
C -2.7881 0.5039 0.0117
C -3.6549 -0.4340 0.9810
C -5.2085 -0.1527 0.9178
C -6.0607 -1.2175 0.1627
C -7.5136 -1.2352 0.4568
C -8.3878 -2.1827 -0.2504
C -7.9015 -3.1336 -1.2508
C -6.4610 -3.1472 -1.5075
C -5.5809 -2.1945 -0.7981
C -1.4501 0.9889 0.7051
N -0.8864 -0.2229 1.4095
C -1.6931 2.0383 1.8758
C -2.7367 3.1608 1.5288
C -2.7278 4.3751 2.5726
N -4.0765 5.0410 2.5044
H 4.7528 -0.3439 1.9801
H 4.1131 0.0560 3.6126
H 4.0569 -1.6840 3.0702
H 5.9558 -0.9061 4.7840
H 6.7675 -0.1193 3.3010
H 6.5195 -3.0649 4.1610
H 7.8729 -2.2060 3.3253
H 6.7819 -3.9655 1.8658
H 5.2538 -3.0274 1.7696
H 7.0842 -1.0330 1.0170
H 8.0594 -2.5337 0.5782
H 5.0134 -2.4058 -0.2545
H 6.4079 -3.2745 -1.0668
H 5.4817 -1.3522 -2.4671
H 7.2430 -1.2482 -2.1599
H 6.9434 0.6080 -0.5656
H 5.1247 0.2349 -0.3252
H 5.2401 0.7617 -3.1125
H 6.6397 1.7866 -2.5765
H 5.0812 2.8274 -0.7368
H 4.8670 3.3423 -2.4696
H 3.0592 0.9935 -1.3559
H 2.8263 2.1257 -2.7470
H 2.9692 4.0111 -0.7232
H 2.2177 2.7032 0.2461
H 0.9179 3.0267 -2.5453
H 0.9258 4.5701 -1.6103
H -1.2047 3.2417 -1.3486
H -0.3936 3.6717 0.1916
H 0.6687 1.2850 0.2629
H 0.6471 0.9129 -2.2715
H 0.1698 -0.4694 -1.2481
H -3.4904 1.3435 -0.2656
H -3.3349 -0.1875 2.0338
H -3.3870 -1.5155 0.8421
H -5.4277 0.8996 0.5655
H -5.5762 -0.1697 1.9878
H -7.9654 -0.5446 1.2055
H -9.4785 -2.1563 0.0077
H -8.5444 -3.8411 -1.8217
H -5.9902 -3.8398 -2.2508
H -4.5010 -2.2541 -1.0538
H -0.4411 -0.8567 0.7445
H -0.2172 0.1629 2.0796
H -2.0829 1.4886 2.7711
H -0.7133 2.5146 2.1392
H -2.6179 3.6280 0.5182
H -3.7954 2.7620 1.5610
H -2.5114 4.0312 3.6154
H -1.9712 5.1584 2.3014
H -4.3467 4.9865 1.5111
H -4.7103 4.3583 2.9454
O -8.9080 1.0123 2.3807
C -9.4478 0.6910 3.4248
C -8.9935 1.1711 4.7280
C -9.6082 0.7767 5.8476
O -9.2097 1.2069 7.0587
C -10.7699 -0.1633 5.8108
O -11.2884 -0.5108 6.8555
C -11.2391 -0.6245 4.5052
C -10.6264 -0.2273 3.3858
O -11.0415 -0.6365 2.1716
H -8.1510 1.8488 4.7412
H -9.8107 0.7786 7.6988
H -12.0911 -1.2902 4.4906
H -10.4372 -0.2134 1.5311
O 5.3190 -0.6333 -5.0050
C 6.0103 -1.4701 -5.5571
C 5.6848 -2.8948 -5.5443
C 6.4842 -3.7782 -6.1509
O 6.2044 -5.0945 -6.1548
C 7.7304 -3.3482 -6.8554
O 8.4392 -4.1877 -7.3788
C 8.0431 -1.9202 -6.8881
C 7.2419 -1.0371 -6.2845
O 7.5071 0.2831 -6.3024
H 4.7818 -3.1932 -5.0294
H 6.9314 -5.5147 -6.6539
H 8.9379 -1.6199 -7.4158
H 6.7833 0.7019 -5.7976
```

Values from the calculation:
Kohn-Sham gap in hartree: 0.2545
E in a.u.: -2933.47173
Largest force on an atom in eV Å⁻¹: 2.86


2.
Molecular formula: C41H61BN5O4S2
Method: DFT, ωB97M-V with the def2-TZVPD basis set

```
114
C41H61BN5O4S2 ωB97M-V with the def2-TZVPD basis set
C 5.7119 3.3044 1.8456
C 6.3149 2.2767 1.7660
C 7.0434 1.0063 1.5972
C 6.4760 0.1969 0.4171
C 6.8322 -1.3225 0.5263
C 5.5426 -2.0990 0.7185
C 4.7808 -2.5471 -0.3517
C 3.5710 -3.2123 -0.1505
C 2.7775 -3.6072 -1.3932
N 2.5006 -2.4820 -2.3084
C 2.0618 -1.2639 -1.5811
C 3.1146 -3.4871 1.1428
C 3.8938 -3.0324 2.2094
C 5.0785 -2.3455 2.0087
S 3.3313 -3.3913 3.8598
C 1.5666 -3.3460 3.6070
C 0.7385 -2.9050 4.6343
O 1.3648 -2.4697 5.8043
C -0.6456 -2.8652 4.4905
C -1.6026 -2.3701 5.5604
C -1.7237 -0.8098 5.4018
C -1.2422 -2.7623 7.0083
C -2.4251 -2.3517 7.9438
C -2.1036 -1.1598 8.8727
C -1.1635 -3.2843 3.2558
B -2.7291 -3.2842 2.9858
O -3.3173 -2.1504 2.4602
C -3.6394 -4.5370 3.3625
C -2.8948 -5.8978 3.3962
C -0.3375 -3.7094 2.2063
C -0.9258 -4.1173 0.8586
C -1.2719 -2.8691 -0.0159
C -1.1054 -3.1878 -1.5210
C -2.1658 -2.4138 -2.3649
S -1.4622 -1.3998 -3.6978
C -1.2099 0.1427 -2.9343
N -1.8183 0.6883 -1.9160
N -1.2399 1.9041 -1.7417
C -0.3091 2.0689 -2.6243
O -0.2718 0.9563 -3.4218
C 1.0589 -3.7571 2.3769
N 1.8885 -4.2042 1.3032
H 5.0184 4.1056 1.7316
H 6.9569 0.4696 2.5446
H 8.0796 1.2828 1.3795
H 6.8182 0.5973 -0.5388
H 5.3894 0.3027 0.4530
H 7.3577 -1.6600 -0.3681
H 7.4521 -1.5069 1.4070
H 5.1143 -2.3788 -1.3735
H 3.4009 -4.3031 -1.9688
H 1.8599 -4.1361 -1.1392
H 3.3884 -2.2274 -2.7250
H 1.4439 -0.6458 -2.2395
H 2.9372 -0.6514 -1.3337
H 1.4947 -1.5045 -0.6813
H 5.6428 -2.0224 2.8796
H 1.6536 -3.2615 6.2745
H -2.6155 -2.7541 5.3964
H -1.0768 -0.4659 4.5929
H -2.7368 -0.5616 5.0744
H -1.4776 -0.2884 6.3263
H -1.0655 -3.8392 7.0764
H -0.3828 -2.1884 7.3436
H -3.3003 -2.1091 7.3335
H -2.7325 -3.1955 8.5688
H -2.0399 -1.4651 9.9217
H -2.8870 -0.3977 8.8352
H -1.1506 -0.6814 8.6344
H -4.0338 -2.4460 1.8828
H -4.4784 -4.5634 2.6529
H -4.0472 -4.3695 4.3666
H -2.0447 -5.9176 2.7110
H -3.5559 -6.7096 3.0838
H -2.4866 -6.0896 4.3899
H -0.2000 -4.6787 0.2707
H -1.7996 -4.7670 0.9734
H -0.6566 -2.0099 0.2586
H -2.3120 -2.6080 0.1784
H -0.1315 -2.8708 -1.8923
H -1.2483 -4.2567 -1.6978
H -2.8297 -3.1171 -2.8737
H -2.8115 -1.7934 -1.7411
H 0.3503 2.9053 -2.7630
H 2.0297 -5.2088 1.3240
C -1.8686 7.7172 -4.1649
C -1.7109 7.3063 -5.6420
C -3.0675 7.3766 -6.3492
C -4.0054 6.2315 -5.9739
C -3.3221 4.8847 -6.1990
C -1.9748 4.7672 -5.4829
N -1.0985 5.9487 -5.7479
O -0.5590 5.8200 -6.9258
C -2.2136 4.5892 -3.9679
C -1.2859 3.4744 -5.9219
C -0.7877 8.3714 -6.2342
H -0.9096 7.6699 -3.6461
H -2.2280 8.7450 -4.1009
H -2.5840 7.1190 -3.6076
H -2.9139 7.3580 -7.4335
H -3.5458 8.3328 -6.1264
H -4.3307 6.3312 -4.9346
H -4.9112 6.2866 -6.5814
H -3.9805 4.0758 -5.8740
H -3.1777 4.7417 -7.2754
H -1.2945 4.7500 -3.4031
H -2.5544 3.5778 -3.7489
H -2.9858 5.2414 -3.5658
H -1.1513 3.4201 -7.0010
H -1.8920 2.6159 -5.6319
H -0.3068 3.3715 -5.4497
H 0.2076 8.3199 -5.7896
H -1.1936 9.3630 -6.0338
H -0.6846 8.2778 -7.3142
```

Values from the calculation:
Kohn-Sham gap (spin up / spin down) in hartree: 0.3047 / 0.3011
2S+1: 2
E in a.u.: -2994.72516
Largest force on an atom in eV Å⁻¹: 2.47


3.
Molecular formula: C41H61Cl48N6
Method: DFT, ωB97M-V with the def2-TZVPD basis set

```
156
C41H61Cl48N6 ωB97M-V with the def2-TZVPD basis set
C -6.7668 1.0337 -3.7881
C -5.4093 0.8578 -4.6786
N -4.4150 0.0211 -3.9653
C -3.5781 0.3579 -2.9792
N -2.6409 -0.6281 -2.4469
C -1.9195 0.1206 -1.4145
C -0.7764 -0.3194 -0.4050
C -0.0197 -1.6813 -0.7872
C 0.7949 -2.2027 0.5186
C 1.8141 -1.1200 1.1101
C 2.3421 -1.5149 2.6081
C 2.1059 -0.2189 3.5686
C 3.1445 0.9748 3.2769
C 3.5959 1.7671 4.6328
C 3.5987 3.3668 4.4579
C 5.0746 4.0159 4.4127
C 5.8898 3.6106 3.0784
C 5.5261 4.5805 1.8131
N 5.1250 3.7493 0.6421
C 5.9056 3.2073 -0.4533
C 4.9803 2.3835 -1.3854
C 3.5432 2.5134 -0.7402
C 3.7050 3.3953 0.5315
N -2.4809 1.4699 -1.4366
C -1.8989 2.4631 -0.4831
C -0.5076 2.9941 -1.1713
N -3.4974 1.6408 -2.3602
C -4.1989 2.9301 -2.4741
C -5.1341 3.1629 -1.1642
C -5.2924 2.1083 0.0295
N -5.7596 4.3315 -1.0957
H -6.6219 1.7084 -2.8803
H -7.6723 1.3085 -4.4303
H -6.9839 -0.0310 -3.3859
H -5.0142 1.8524 -5.0836
H -5.7630 0.2721 -5.6121
H -4.3531 -0.9686 -4.2751
H 0.0181 0.4934 -0.2983
H -1.2271 -0.4708 0.6491
H -0.7582 -2.5271 -1.0446
H 0.6686 -1.5095 -1.6838
H 0.0721 -2.6268 1.3135
H 1.4260 -3.1103 0.1727
H 1.3911 -0.0619 1.2106
H 2.7576 -1.0387 0.4623
H 3.4567 -1.7554 2.6319
H 1.6664 -2.3346 3.0295
H 1.0455 0.2252 3.4345
H 2.2391 -0.5305 4.6754
H 2.6352 1.7581 2.6119
H 4.1283 0.5798 2.8193
H 2.8775 1.5196 5.5047
H 4.6455 1.4375 4.9641
H 2.9877 3.7101 3.5371
H 3.0774 3.8148 5.3864
H 4.9846 5.1679 4.3966
H 5.6945 3.7192 5.3304
H 7.0125 3.7328 3.3336
H 5.7479 2.5045 2.7950
H 4.6429 5.2454 2.1516
H 6.4584 5.2204 1.5912
H 7.0233 3.3600 -0.5899
H 5.2403 1.7894 -2.3292
H 2.5604 2.0575 -1.1269
H 2.8852 3.7240 1.2565
H -1.7242 2.0225 0.5618
H -2.5341 3.4015 -0.3364
H -0.6037 4.0748 -1.5243
H -0.2906 2.3290 -2.0932
H 0.3680 2.8243 -0.4442
H -3.3909 3.7573 -2.3844
H -4.7396 3.1385 -3.4496
H -6.3117 2.2997 0.5150
H -4.4850 2.2987 0.8379
H -5.1906 1.0578 -0.4024
H -6.2950 4.3844 -0.2057
C 3.8495 -4.0531 -2.0598
Cl 4.2069 -2.9241 -0.7427
Cl 2.1229 -4.4447 -2.0969
Cl 4.3719 -3.3693 -3.6081
H 4.4014 -4.9721 -1.8866
C -0.1884 0.2966 -4.2985
Cl 1.2988 0.8718 -3.5299
Cl -0.5894 1.2952 -5.7032
Cl -0.0315 -1.4020 -4.7654
H -1.0001 0.3787 -3.5771
C -3.5759 5.2892 2.8212
Cl -3.2355 6.4248 4.1322
Cl -5.3107 4.9498 2.7216
Cl -2.9760 5.9230 1.2795
H -3.0560 4.3550 3.0354
C -7.7338 8.3228 3.5809
Cl -6.0701 7.7643 3.8062
Cl -8.1346 8.4023 1.8581
Cl -8.8660 7.2646 4.4346
H -7.8192 9.3242 3.9987
C 4.3598 -7.2447 0.4569
Cl 3.9740 -8.3089 -0.9009
Cl 5.4462 -5.9430 -0.0500
Cl 2.8846 -6.5626 1.1496
H 4.8607 -7.8335 1.2194
C 8.3675 -9.2349 0.3570
Cl 7.9753 -10.6447 -0.6358
Cl 8.6532 -7.8168 -0.6617
Cl 7.0721 -8.9144 1.5216
H 9.2799 -9.4484 0.9107
C -1.6924 10.4755 3.7243
Cl -0.1770 10.5073 4.6365
Cl -1.8304 8.9730 2.7994
Cl -3.0765 10.6648 4.8106
H -1.6890 11.3095 3.0250
C -4.7359 -1.9364 1.6327
Cl -4.4567 -0.7222 2.8946
Cl -6.4583 -2.3200 1.5107
Cl -4.1122 -1.3897 0.0639
H -4.2018 -2.8429 1.9130
C 4.5859 -7.0120 -5.1438
Cl 3.0796 -7.7594 -4.5945
Cl 5.7318 -6.8652 -3.8023
Cl 5.2929 -7.9449 -6.4692
H 4.3584 -6.0122 -5.5105
C 8.4114 -5.0523 -5.9726
Cl 8.0299 -6.0503 -7.3816
Cl 9.4709 -3.7114 -6.4315
Cl 6.9303 -4.4431 -5.2160
H 8.9368 -5.6707 -5.2469
C -0.3199 -4.4307 4.6509
Cl -1.4376 -5.5574 5.4312
Cl 0.9646 -5.3048 3.8090
Cl -1.1797 -3.3778 3.5144
H 0.1330 -3.8089 5.4214
C -9.6114 4.9490 -1.2450
Cl -8.7284 4.1071 -2.5267
Cl -11.3416 4.9950 -1.6071
Cl -9.3234 4.1734 0.3205
H -9.2449 5.9727 -1.1923
C -2.0805 1.3327 5.0512
Cl -0.6135 1.8857 5.8688
Cl -2.3653 2.2862 3.5849
Cl -1.9671 -0.3962 4.6850
H -2.9247 1.4842 5.7216
C 4.9040 -5.9566 4.8203
Cl 4.8299 -4.4677 3.8669
Cl 3.4248 -6.1604 5.7713
Cl 5.1669 -7.3563 3.7677
H 5.7451 -5.8826 5.5071
C -0.0246 -10.5271 -3.0070
Cl 1.4660 -9.9528 -2.2460
Cl -0.3751 -9.5938 -4.4694
Cl 0.0930 -12.2516 -3.3833
H -0.8441 -10.3847 -2.3053
C -7.4984 0.9486 -8.6254
Cl -6.6510 2.3478 -7.9483
Cl -8.2872 0.0188 -7.3416
Cl -8.6794 1.4631 -9.8357
H -6.7659 0.3073 -9.1121
```

Values from the calculation:
Energy relative to the best compared isomer or geometry (same formula, charge and spin) in kcal per mole: 193.79
Kohn-Sham gap in hartree: 0.2564
Total charge: +1
E in a.u.: -24015.98928
Largest force on an atom in eV Å⁻¹: 5.34